1.
{
  "formula": "C5H5N2O3S",
  "method": "ωB97M-V/def2-TZVPD",
  "homo_energy_ev": -4.875,
  "total_energy_ev": -25225.244,
  "total_charge": -1,
  "smiles": "C/C([O-])=N\\C(=O)NC(=O)C=S",
  "de_lowest_ev": 0.000,
  "multiplicity": 1,
  "gap_ev": 8.38,
  "e_lumo_ev": 3.502,
  "species": ["C", "C", "C", "C", "C", "N", "N", "O", "O", "O", "S", "H", "H", "H", "H", "H"],
  "coordinates": [[2.245, -0.728, 0.211], [-0.034, -0.845, -0.680], [-1.315, 1.097, 0.252], [1.996, 0.755, 0.064], [-2.567, 0.275, 0.517], [1.265, -1.359, -0.405], [-0.263, 0.324, -0.065], [3.224, -1.287, 0.662], [-0.683, -1.539, -1.462], [-1.308, 2.302, 0.314], [2.601, 1.581, -1.172], [1.781, 1.273, 0.937], [-2.608, -0.615, -0.089], [-3.448, 0.922, 0.146], [-2.438, 0.167, 1.594], [1.552, -2.323, -0.824]]
}

***

2.
{
  "formula": "C5H5N3",
  "method": "ωB97M-V/def2-TZVPD",
  "homo_energy_ev": -9.130,
  "total_energy_ev": -9733.074,
  "total_charge": 0,
  "de_lowest_ev": 2.415,
  "multiplicity": 1,
  "gap_ev": 10.02,
  "e_lumo_ev": 0.887,
  "species": ["C", "C", "C", "C", "C", "H", "H", "H", "H", "H", "N", "N", "N"],
  "coordinates": [[-0.321, -0.442, 1.617], [-1.096, -1.468, 0.887], [0.506, 0.405, -1.587], [1.160, 1.370, -1.009], [0.205, 0.421, 0.494], [-1.196, -0.106, 2.082], [0.548, -0.810, 2.270], [-1.688, -2.202, 1.525], [0.288, 0.423, -2.792], [1.529, 2.350, -1.308], [-1.079, -1.344, -0.342], [-0.302, -0.195, -0.590], [1.065, 1.343, 0.334]]
}

***

3.
{
  "formula": "C5H5N3",
  "method": "ωB97M-V/def2-TZVPD",
  "homo_energy_ev": -9.910,
  "total_energy_ev": -9732.807,
  "total_charge": 0,
  "smiles": "[H]/N=C1/N=CN=C1C=C",
  "de_lowest_ev": 2.681,
  "multiplicity": 1,
  "gap_ev": 8.98,
  "e_lumo_ev": -0.931,
  "species": ["C", "C", "C", "C", "C", "H", "H", "H", "H", "H", "N", "N", "N"],
  "coordinates": [[0.044, -1.029, -2.647], [0.459, -1.195, -1.354], [0.043, -0.183, -0.314], [-1.291, 1.265, 0.779], [0.597, 0.175, 1.021], [-0.495, -0.128, -2.993], [0.720, -1.517, -3.494], [1.301, -1.946, -0.977], [-2.200, 1.827, 0.757], [2.137, -0.790, 1.205], [-1.178, 0.257, -0.447], [-0.313, 1.200, 1.536], [1.408, -0.264, 1.852]]
}

***

4.
{
  "formula": "C5H5N3",
  "method": "ωB97M-V/def2-TZVPD",
  "homo_energy_ev": -9.973,
  "total_energy_ev": -9731.444,
  "total_charge": 0,
  "smiles": "C#CC1(N)C=NN=C1",
  "de_lowest_ev": 4.045,
  "multiplicity": 1,
  "gap_ev": 10.32,
  "e_lumo_ev": 0.343,
  "species": ["C", "C", "C", "C", "C", "H", "H", "H", "H", "H", "N", "N", "N"],
  "coordinates": [[0.104, 0.215, -0.096], [0.860, -0.198, 1.175], [1.271, -0.148, -1.092], [-1.014, -0.713, -0.198], [-2.044, -1.327, 0.003], [-1.378, 1.448, 0.385], [-0.421, 2.024, -0.772], [0.451, -0.137, 2.237], [1.283, 0.304, -2.077], [-2.995, -1.778, -0.093], [-0.410, 1.621, 0.172], [2.016, -0.577, 0.946], [2.277, -0.733, -0.589]]
}

***

5.
{
  "formula": "C5H5N3",
  "method": "ωB97M-V/def2-TZVPD",
  "homo_energy_ev": -7.798,
  "total_energy_ev": -9735.353,
  "total_charge": 0,
  "smiles": "c1cn2cc[nH]c2n1",
  "de_lowest_ev": 0.136,
  "multiplicity": 1,
  "gap_ev": 8.65,
  "e_lumo_ev": 0.849,
  "species": ["C", "C", "C", "C", "C", "H", "H", "H", "H", "H", "N", "N", "N"],
  "coordinates": [[1.204, -0.168, -1.790], [1.153, -1.077, -0.737], [-0.326, -0.618, 1.399], [-1.196, 0.478, 1.471], [-0.206, 0.683, -0.506], [1.827, -0.381, -2.677], [1.730, -1.929, -0.442], [-0.274, -1.521, 1.986], [-1.841, 0.812, 2.228], [-1.570, 2.125, 0.307], [0.197, -0.511, 0.119], [-1.127, 1.237, 0.333], [0.429, 0.870, -1.690]]
}

***

6.
{
  "formula": "C5H5N3",
  "method": "ωB97M-V/def2-TZVPD",
  "homo_energy_ev": -8.998,
  "total_energy_ev": -9732.659,
  "total_charge": 0,
  "smiles": "N#CC1=NC=CCN1",
  "de_lowest_ev": 2.829,
  "multiplicity": 1,
  "gap_ev": 9.35,
  "e_lumo_ev": 0.353,
  "species": ["C", "C", "C", "C", "C", "H", "H", "H", "H", "H", "N", "N", "N"],
  "coordinates": [[0.116, 1.652, -2.019], [-0.341, 0.646, -0.932], [-1.307, 0.273, 1.092], [-0.404, -0.637, 1.351], [0.712, -0.979, 0.371], [-2.095, 0.354, 1.688], [-0.123, -1.150, 2.440], [0.405, -2.003, 0.245], [1.628, -0.906, 1.083], [1.663, -0.091, -1.275], [0.503, 2.210, -2.915], [-1.335, 0.916, -0.248], [0.577, -0.286, -0.881]]
}

***

7.
{
  "formula": "C5H5N3",
  "method": "ωB97M-V/def2-TZVPD",
  "homo_energy_ev": -9.048,
  "total_energy_ev": -9729.922,
  "total_charge": 0,
  "de_lowest_ev": 5.566,
  "multiplicity": 1,
  "gap_ev": 8.13,
  "e_lumo_ev": -0.918,
  "species": ["C", "C", "C", "C", "C", "H", "H", "H", "H", "H", "N", "N", "N"],
  "coordinates": [[0.232, 1.819, -0.185], [-0.002, 0.492, -0.254], [1.223, -0.247, 0.174], [-1.036, -0.536, -0.287], [-2.495, -0.247, -0.298], [1.157, 2.231, 0.104], [-0.671, 2.431, -0.495], [2.292, 0.338, -0.091], [1.097, -0.747, 1.590], [1.589, -2.109, 0.141], [0.785, -1.523, -0.450], [-0.562, -1.744, -0.098], [-3.610, -0.157, 0.149]]
}

***

8.
{
  "formula": "C5H5N3O",
  "method": "ωB97M-V/def2-TZVPD",
  "homo_energy_ev": -10.115,
  "total_energy_ev": -11780.767,
  "total_charge": 0,
  "smiles": "C[C@H]1C(=O)c2ncnn21",
  "de_lowest_ev": 2.954,
  "multiplicity": 1,
  "gap_ev": 9.81,
  "e_lumo_ev": -0.301,
  "species": ["C", "C", "C", "C", "C", "N", "N", "N", "O", "H", "H", "H", "H", "H"],
  "coordinates": [[-2.250, -1.546, -0.089], [-1.208, 0.273, -0.255], [-0.187, 1.360, 0.114], [0.804, 0.310, 0.573], [2.021, 0.317, -0.362], [-2.436, -0.271, -0.394], [-0.996, -1.830, 0.365], [-0.382, -0.688, 0.287], [-0.136, 2.619, -0.055], [-3.023, -2.302, 0.015], [0.934, 0.496, 1.674], [2.909, -0.358, -0.117], [2.412, 1.420, -0.438], [1.539, 0.200, -1.318]]
}

***

9.
{
  "formula": "C5H5N3O6",
  "method": "ωB97M-V/def2-TZVPD",
  "homo_energy_ev": [-8.982, -10.611],
  "total_energy_ev": -22007.618,
  "total_charge": 0,
  "multiplicity": 3,
  "gap_ev": [8.12, 6.51],
  "e_lumo_ev": [-0.863, -4.103],
  "species": ["C", "C", "C", "C", "C", "N", "N", "N", "O", "O", "O", "O", "O", "O", "H", "H", "H", "H", "H"],
  "coordinates": [[-0.752, 0.438, -0.110], [0.762, 0.778, -0.219], [-1.416, 0.191, -1.341], [-3.404, 0.188, 0.199], [1.418, -0.078, 0.869], [-1.271, 0.590, 1.051], [-3.519, -1.267, 0.071], [-4.602, 0.947, -0.004], [-2.916, -1.867, 0.916], [-5.555, 0.513, -0.530], [1.309, 1.341, -1.080], [-4.112, -1.709, -0.873], [-4.545, 2.083, 0.450], [-2.587, 0.651, 1.186], [-1.323, 0.910, -2.150], [-1.801, -0.834, -1.600], [1.471, -1.090, 0.635], [0.699, -0.102, 1.638], [2.307, 0.302, 1.076]]
}

***

10.
{
  "formula": "C5H5N5",
  "method": "ωB97M-V/def2-TZVPD",
  "homo_energy_ev": -8.542,
  "total_energy_ev": -12712.640,
  "total_charge": 0,
  "de_lowest_ev": 4.938,
  "multiplicity": 1,
  "gap_ev": 9.21,
  "e_lumo_ev": 0.664,
  "species": ["C", "C", "C", "C", "C", "H", "H", "H", "H", "H", "N", "N", "N", "N", "N"],
  "coordinates": [[-1.205, -0.601, -0.041], [-0.111, 1.922, 0.088], [0.766, 0.748, -0.080], [2.203, -0.764, 0.011], [0.202, -0.460, 0.011], [-2.878, -1.763, 0.126], [-1.621, -2.783, 0.211], [0.242, 3.022, -0.073], [2.900, 1.046, 0.264], [2.987, -1.183, -0.129], [-1.742, -1.829, -0.025], [-1.956, 0.453, -0.012], [-1.473, 1.731, -0.006], [2.125, 0.526, -0.029], [1.223, -1.369, 0.024]]
}